No. 1
Computed, not measured: a structure of composition C12H43N13O10Pd at a distorted geometry, with ωB97M-V/def2-TZVPD.

DFT total energy (eV): -56455.1852
Strongest force on any atom (Eh/bohr): 0.09607
HOMO (alpha / beta) (eV): -14.25 / -14.24
LUMO level (alpha / beta) (eV): -5.61 / -8.16
Energy above the lowest of the compared OMol25 structures with the same formula, charge and spin (kcal/mol): 20.2
Molecular weight (u): 636.0

```
! wB97M-V def2-TZVPD RIJCOSX def2/J DEFGRID3
* xyz 2 3
Pd -0.39 -0.40 -3.22
O 4.30 -3.57 1.68
O -2.26 -1.06 -2.01
O 1.16 1.37 -0.07
O -2.08 4.99 1.02
O -0.19 1.45 -1.83
O 4.52 2.45 -1.74
O -2.78 -0.59 3.00
O 0.92 -0.33 -1.46
O -0.63 -4.39 -0.19
O -1.66 1.10 -4.11
N 4.07 0.34 -2.39
N -2.43 0.39 -0.29
N -2.13 3.20 -3.72
N 1.54 -0.10 2.63
N 3.32 -1.72 0.76
N 6.05 1.16 -2.80
N 2.86 3.48 0.16
N -0.04 -2.33 2.60
N -3.10 2.18 -5.39
N -4.00 -1.09 -0.64
N 2.56 -3.77 0.30
N -0.39 3.54 1.23
N -1.45 3.57 -0.69
C 0.72 0.87 -1.14
C -2.30 2.09 -4.35
C -3.62 0.38 3.63
C -1.31 -3.63 0.76
C -0.75 -4.00 -1.59
C -1.05 -2.39 3.70
C -0.62 -2.33 1.26
C 3.44 -3.03 1.00
C -2.83 -0.63 -1.02
C -1.79 -1.01 3.97
C 4.85 1.40 -2.25
C -1.35 4.11 0.53
H -4.69 -0.66 -0.06
H -0.78 2.87 -1.01
H -3.26 3.12 -5.70
H 1.76 -3.32 -0.11
H 2.55 -0.14 2.62
H 3.80 3.41 -0.22
H -1.26 -1.45 1.25
H -0.15 -4.72 -2.15
H -2.05 -1.02 5.03
H -1.03 -0.21 3.96
H -3.92 0.09 4.63
H 0.02 2.65 0.99
H -2.20 3.94 -1.26
H 1.23 0.24 1.72
H 4.53 -0.43 -2.84
H 0.94 -0.88 2.93
H -2.31 -3.40 0.41
H 0.60 -3.11 2.70
H 6.89 1.68 -2.59
H -0.52 -2.56 4.63
H -3.05 1.32 3.63
H 2.58 -4.72 0.62
H -1.46 3.12 -2.96
H 2.82 3.42 1.17
H 2.66 -1.38 0.07
H -1.78 -3.20 3.61
H 3.20 0.32 -1.89
H -4.42 0.51 2.90
H -1.80 -3.85 -1.81
H 0.23 -2.01 0.65
H -2.92 1.40 -6.01
H -3.06 0.74 0.41
H -0.26 -3.02 -1.57
H 4.01 -1.15 1.23
H -1.43 -4.31 1.61
H 6.17 0.27 -3.25
H 2.40 4.30 -0.21
H -2.66 4.05 -3.68
H 1.39 0.67 3.27
H 2.29 2.70 -0.19
H -4.09 -1.78 -1.38
H -0.49 3.94 2.15
H -1.65 0.91 -0.66
*
```

***

No. 2
Computed, not measured: a cluster of 9 separate species, C12H43NO11P in total at a distorted geometry, with ωB97M-V/def2-TZVPD.

DFT total energy (eV): -46437.4347
Strongest force on any atom (Eh/bohr): 0.02228
HOMO (eV): -3.41
LUMO level (eV): 2.45
Molecular weight (u): 408.4

```
! wB97M-V def2-TZVPD RIJCOSX def2/J DEFGRID3
* xyz -1 1
P -0.70 0.60 -1.01
O 1.29 -2.90 -4.32
O -3.69 4.41 3.56
O 5.50 -0.20 0.67
O 5.41 3.25 0.54
O 0.82 -0.28 -0.79
O 2.93 2.92 -1.57
O -1.61 -5.24 0.27
O -2.31 2.41 1.73
O -5.38 -1.05 1.75
O -0.52 0.25 -2.76
O -2.41 -1.38 1.76
N 1.12 1.72 -3.61
C 1.88 -4.18 -4.24
C 1.63 -0.18 -1.92
C -1.21 -2.13 1.90
C 2.94 0.52 -1.51
C 2.79 1.90 -0.92
C -5.04 4.82 3.71
C -2.96 1.59 2.69
C 6.74 3.04 0.11
C -2.56 -4.81 -0.70
C 0.81 0.36 -3.13
C -6.66 -0.48 1.94
C 6.59 -1.08 0.88
H 7.04 -0.93 1.87
H -5.19 -1.09 0.81
H -3.12 5.15 3.78
H 2.61 1.96 0.17
H -3.32 -4.16 -0.24
H -7.45 -1.09 1.48
H 2.82 -4.08 -3.71
H 1.95 -1.18 -2.25
H 3.71 0.54 -2.28
H -1.40 -0.66 -0.79
H -6.85 -0.42 3.01
H 3.33 -0.10 -0.70
H 1.43 1.65 -4.56
H -2.07 -5.74 0.94
H -1.37 -3.18 1.64
H -2.03 -4.23 -1.45
H 0.45 -2.97 -4.78
H 2.08 -4.59 -5.24
H 7.04 3.77 -0.65
H -5.25 5.12 4.74
H 0.24 2.21 -3.64
H -0.78 0.84 0.40
H -3.07 -1.75 2.35
H 6.87 2.03 -0.29
H -2.69 3.29 1.80
H -6.71 0.54 1.52
H -1.94 1.30 -1.33
H 7.39 3.15 0.98
H -5.29 5.64 3.03
H -0.83 -2.06 2.93
H -3.05 -5.66 -1.18
H -2.81 1.98 3.70
H 1.04 -0.31 -3.96
H 1.24 -4.88 -3.69
H 4.83 -0.38 1.34
H -4.03 1.52 2.48
H -5.66 3.96 3.46
H 7.33 -0.87 0.12
H -0.01 1.87 -1.20
H -2.51 0.60 2.60
H 6.28 -2.13 0.79
H -0.47 -1.70 1.22
H 4.84 3.15 -0.24
*
```

***

No. 3
Computed, not measured: a cluster of 9 separate species, C12H43NO9 in total at a distorted geometry, with ωB97M-V/def2-TZVPD.

DFT total energy (eV): -33057.7641
Strongest force on any atom (Eh/bohr): 0.02980
SMILES: COC[C@H](C)N.CCO.CCO.CCO.CCO.O.O.O.O
HOMO (eV): -9.28
LUMO level (eV): 0.38
Energy above the lowest of the compared OMol25 structures with the same formula, charge and spin (kcal/mol): 0.0
Molecular weight (u): 345.5

```
! wB97M-V def2-TZVPD RIJCOSX def2/J DEFGRID3
* xyz 0 1
O -2.25 -0.92 0.16
O -0.09 2.79 1.69
O -1.14 -2.06 -2.35
O -0.78 5.24 -0.83
O 0.32 0.37 -0.32
O 3.96 -1.32 -1.24
O 1.51 -2.07 3.71
O 2.90 0.81 -2.88
O 1.19 0.38 2.33
N -1.46 -2.63 3.38
C 1.75 0.11 -3.40
C -0.34 4.20 -1.69
C -2.58 -1.53 1.41
C -1.11 3.16 3.85
C -1.31 3.03 -1.70
C 3.11 -2.47 -1.04
C -0.75 -3.30 1.16
C -3.26 -0.03 -0.30
C -1.30 2.64 2.44
C 1.65 0.41 -4.90
C -1.31 -2.16 2.01
C 3.95 -3.60 -0.51
H -0.30 2.67 0.76
H -2.10 3.14 1.89
H -0.97 4.24 3.91
H -3.31 0.83 0.38
H -0.94 2.22 -2.32
H 0.59 1.14 2.20
H 0.66 -2.54 3.72
H -1.82 -1.97 4.06
H -2.97 -0.77 2.09
H 1.98 -0.93 -3.21
H -1.34 -1.91 -1.41
H 0.54 -0.09 0.50
H -0.38 -0.16 -0.71
H -0.13 4.59 -2.69
H 3.47 -0.64 -1.72
H -1.57 1.58 2.55
H -4.21 -0.56 -0.37
H 2.61 0.49 -5.41
H 2.82 1.76 -2.98
H 0.66 3.92 -1.35
H -0.72 -3.15 0.09
H 1.34 -1.24 3.23
H -0.61 -1.32 1.94
H -1.99 2.92 4.45
H 0.83 0.38 -2.88
H 2.36 -2.17 -0.31
H 1.11 1.35 -5.06
H -1.47 2.73 -0.67
H 3.36 -4.43 -0.13
H 4.56 -3.29 0.35
H -1.92 -2.51 -2.69
H 2.04 0.77 2.55
H -2.91 0.42 -1.22
H -1.19 5.94 -1.33
H 2.72 -2.73 -2.03
H -2.27 -3.26 3.30
H -1.32 -4.21 1.39
H 1.06 -0.38 -5.36
H -2.23 3.32 -2.23
H -3.36 -2.27 1.17
H 0.28 -3.52 1.45
H 4.70 -3.96 -1.21
H -0.29 2.61 4.29
*
```

***

No. 4
Computed, not measured: a structure of composition C12H44B2InO11 at a distorted geometry, with ωB97M-V/def2-TZVPD.

DFT total energy (eV): -42187.4827
Strongest force on any atom (Eh/bohr): 0.06547
HOMO (eV): -11.51
LUMO level (eV): -8.52
Energy above the lowest of the compared OMol25 structures with the same formula, charge and spin (kcal/mol): 0.0
Molecular weight (u): 500.9

```
! wB97M-V def2-TZVPD RIJCOSX def2/J DEFGRID3
* xyz 1 1
In -1.21 -2.48 1.26
O -3.96 -1.71 0.51
O -0.61 -1.19 4.05
O -0.65 3.05 1.34
O -0.83 -2.18 -1.58
O 2.80 0.30 -0.28
O 5.27 -0.14 -1.82
O 0.42 -0.51 -5.49
O -0.47 0.34 -2.80
O -2.66 -0.29 2.43
O -1.92 -4.43 -0.87
O -0.09 5.88 -0.03
C 1.28 -0.64 5.55
C 4.43 1.02 -1.86
C -0.37 1.18 -3.95
C 2.96 0.59 -1.67
C 0.35 -0.20 4.41
C -3.67 0.32 1.62
C -0.06 5.39 1.29
C -1.60 -4.26 -2.28
C 0.44 3.94 1.42
C -4.69 -0.72 1.25
C -0.48 -3.24 -2.46
C 0.71 0.77 -4.92
B -0.15 0.27 0.24
B 1.81 -2.32 1.51
H 4.52 1.38 -2.89
H -0.40 -1.37 -1.89
H -2.51 -3.93 -2.78
H 2.07 -1.20 1.50
H 1.99 0.15 5.81
H -3.14 0.73 0.76
H 1.14 3.63 0.63
H -4.53 -1.98 -0.22
H 0.95 3.73 2.37
H -2.35 -5.29 -0.82
H 0.55 -3.48 -2.17
H -1.14 -5.20 -2.56
H 5.31 -0.51 -2.70
H 1.13 -2.56 2.43
H -0.18 0.80 -2.00
H -0.75 5.32 -0.45
H 0.21 0.88 1.13
H -2.99 -0.19 3.33
H -0.18 0.69 4.76
H -1.09 5.36 1.67
H -0.01 0.95 -0.67
H -1.37 1.34 -4.37
H -5.54 -0.27 0.74
H 1.03 0.05 3.59
H -0.32 2.16 1.07
H 4.62 1.78 -1.10
H 1.19 -0.95 -5.85
H 0.75 -0.80 6.50
H 2.20 1.34 -1.87
H 0.57 5.95 1.98
H 1.83 0.34 -0.15
H -0.07 2.14 -3.53
H -1.22 -0.18 0.24
H 1.66 0.77 -4.37
H -1.37 -0.87 4.54
H 1.25 -2.58 0.52
H -4.09 1.17 2.14
H -0.51 -2.87 -3.49
H 0.55 -0.62 0.09
H -5.17 -1.22 2.09
H 2.82 -0.36 -2.19
H 0.84 1.49 -5.72
H 1.98 -1.45 5.34
H 2.74 -2.99 1.65
*
```

***

No. 5
Computed, not measured: a cluster of 10 separate species, C12H44N10O10 in total at a distorted geometry, with ωB97M-V/def2-TZVPD.

DFT total energy (eV): -48529.6080
Strongest force on any atom (Eh/bohr): 0.20291
SMILES: NC(N)=O.NC(N)=O.NC(N)=O.NC(N)=O.NC(N)=O.CCO.CCO.CO.CO.CO
HOMO (eV): -8.47
LUMO level (eV): -0.23
Energy above the lowest of the compared OMol25 structures with the same formula, charge and spin (kcal/mol): 175.9
Molecular weight (u): 488.5

```
! wB97M-V def2-TZVPD RIJCOSX def2/J DEFGRID3
* xyz 0 1
O -4.99 4.84 2.05
O 3.48 1.63 -2.38
O 0.70 0.18 -0.24
O 0.04 -4.53 0.23
O -1.20 2.04 2.77
O -2.93 -3.69 -0.69
O 1.53 1.78 3.18
O 4.37 -2.36 2.44
O -5.24 1.99 -0.28
O 1.91 -1.18 -3.53
N -3.27 3.59 1.06
N 1.14 -2.88 -1.05
N 3.49 -0.62 -1.43
N 2.85 0.80 1.50
N 2.17 -1.72 2.25
N 3.28 -2.52 0.48
N -3.18 3.98 3.16
N 2.87 2.92 1.58
N -0.02 -2.28 0.78
N 4.63 0.84 -0.42
C 0.63 1.34 -1.00
C 0.33 -3.20 -0.06
C 3.90 0.61 -1.50
C -4.50 0.80 -0.56
C -3.79 4.19 2.08
C -1.86 0.86 2.37
C -2.44 -1.91 -2.33
C 3.28 -2.22 1.72
C 1.30 -2.16 -4.21
C -0.87 1.79 -0.90
C -3.06 -2.30 -0.99
C 2.30 1.83 2.03
H -5.32 2.15 0.67
H 2.76 -1.07 -3.94
H -2.93 1.00 2.16
H 1.29 -1.90 1.69
H 4.08 -3.07 0.24
H -0.04 -1.25 0.46
H 0.50 -1.78 -4.86
H -3.61 4.37 4.05
H 0.72 -2.90 -3.57
H 2.41 -2.64 -0.16
H 1.53 0.21 0.26
H -2.61 -1.67 -0.29
H 2.14 -1.50 3.22
H 2.06 -2.70 -4.77
H -3.01 -2.38 -3.21
H -1.37 -2.25 -2.43
H 5.16 1.66 -0.36
H -1.73 0.00 2.91
H -3.49 0.92 -0.93
H 3.60 3.04 0.85
H -0.94 2.51 -0.05
H -0.75 -2.56 1.48
H 5.24 0.07 0.10
H -2.48 -0.83 -2.48
H -5.07 0.15 -1.20
H 2.57 3.83 2.01
H -2.40 3.20 1.10
H -3.36 -3.81 0.20
H 3.61 -1.25 -0.61
H 3.55 0.98 0.72
H -3.88 3.51 0.21
H -1.23 2.25 -1.80
H 1.27 2.12 -0.55
H 1.22 -1.92 -1.43
H 0.89 1.11 -2.05
H -0.30 1.76 2.92
H -4.13 -2.05 -0.99
H 1.44 -3.68 -1.67
H -1.39 0.91 -0.75
H -4.20 0.27 0.38
H 2.55 -0.19 1.77
H -1.52 0.50 1.46
H 2.76 -0.78 -2.14
H -2.42 3.25 3.30
*
```

***

No. 6
Computed, not measured: a cluster of 10 separate species, C12H44N12O10 in total at a distorted geometry, with ωB97M-V/def2-TZVPD.

DFT total energy (eV): -51512.7940
Strongest force on any atom (Eh/bohr): 0.14960
SMILES: NC(N)=O.NC(N)=O.NC(N)=O.NC(N)=O.NC(N)=O.NC(N)=O.CCO.CCO.CO.CO
HOMO (eV): -8.12
LUMO level (eV): -0.62
Energy above the lowest of the compared OMol25 structures with the same formula, charge and spin (kcal/mol): 185.6
Molecular weight (u): 516.6

```
! wB97M-V def2-TZVPD RIJCOSX def2/J DEFGRID3
* xyz 0 1
O -15.64 21.41 10.58
O -16.87 23.95 12.68
O -19.86 18.83 6.89
O -15.90 23.42 8.77
O -22.42 18.36 9.87
O -17.92 19.97 9.12
O -21.50 19.53 13.83
O -19.25 25.73 8.45
O -20.55 22.92 12.02
O -16.96 19.83 14.95
N -18.26 18.67 11.06
N -18.61 22.10 10.83
N -21.49 17.65 12.38
N -19.75 20.71 12.06
N -18.37 20.61 6.45
N -18.68 17.76 9.10
N -20.83 17.37 14.38
N -14.63 20.69 12.53
N -17.95 24.61 10.08
N -16.89 20.89 12.49
N -19.96 25.30 10.61
N -20.06 20.31 4.99
C -22.78 20.75 10.22
C -19.02 25.26 9.69
C -18.26 18.81 9.75
C -19.43 19.92 6.09
C -18.32 19.88 15.20
C -21.99 19.63 9.45
C -21.35 18.20 13.53
C -19.66 21.90 11.60
C -18.77 21.37 15.43
C -17.70 24.43 13.70
C -16.79 23.12 7.71
C -15.72 21.00 11.89
H -17.67 19.37 11.59
H -18.39 23.03 10.50
H -18.84 21.90 14.48
H -18.70 24.66 13.40
H -14.58 20.66 13.51
H -20.90 19.72 4.61
H -17.26 24.57 9.30
H -16.49 22.12 7.29
H -19.82 21.37 15.81
H -20.99 16.84 12.00
H -21.62 18.36 11.67
H -17.76 22.85 8.12
H -20.49 20.52 12.72
H -18.84 19.44 14.35
H -22.79 20.54 11.33
H -17.05 20.53 13.45
H -16.79 23.85 6.88
H -17.10 23.02 12.46
H -17.56 24.52 11.02
H -19.33 19.86 11.64
H -15.62 22.63 9.23
H -18.12 20.52 7.42
H -17.76 23.70 14.55
H -21.97 17.84 9.18
H -13.76 20.80 11.96
H -22.23 21.74 10.19
H -18.14 21.86 16.16
H -17.20 25.29 14.12
H -18.76 16.81 9.47
H -23.82 20.63 9.84
H -18.07 21.35 10.29
H -20.95 19.63 9.75
H -17.74 21.33 12.09
H -16.71 18.94 14.87
H -20.70 17.75 15.35
H -18.47 17.77 11.64
H -20.04 24.62 11.35
H -18.49 19.27 16.05
H -17.89 21.35 5.90
H -20.99 16.35 14.41
H -18.43 17.88 8.11
H -22.06 19.80 8.39
H -19.79 20.95 4.30
H -20.80 25.69 10.28
*
```

***

Which of these has the highest molecular weight? C12H43N13O10Pd